(1)
Entry from the Open Molecules 2025 dataset: a molecular structure, C4H10O4P (ωB97M-V/def2-TZVPD).

total charge = +1
E_HOMO = -0.57888 Eh

Last column: Mulliken charge in e.
Atoms and positions in Å:
C -1.78 -1.03 1.43  -0.29
C -1.98 -1.40 -0.01  -0.40
C 2.22 -0.47 -0.96  -0.62
C 0.79 2.36 -0.20  -0.71
O -0.59 -0.24 1.53  -0.35
O -0.84 -1.06 -0.81  -0.35
O 1.55 -0.34 0.27  -0.22
O -0.20 1.32 -0.53  -0.26
P 0.04 -0.09 0.13  1.08
H -2.68 -0.52 1.75  0.30
H -1.67 -1.97 2.05  0.31
H -2.19 -2.48 -0.07  0.32
H -2.82 -0.88 -0.38  0.32
H 1.79 -1.38 -1.46  0.29
H 3.26 -0.43 -0.89  0.27
H 1.90 0.46 -1.52  0.31
H 1.54 2.11 0.65  0.32
H 0.31 3.24 0.10  0.34
H 1.34 2.80 -1.09  0.33


(2)
Entry from the Open Molecules 2025 dataset: 3 unconnected molecules or ions with the total composition C4H10O6 (ωB97M-V/def2-TZVPD).

E_HOMO = -0.38799 Eh

Last column: Mulliken charge in e.
Atoms and positions in Å:
O -1.63 0.31 2.90  -0.54
C -0.98 1.00 2.16  0.27
O -0.51 2.22 2.54  -0.44
C -0.58 0.63 0.76  -0.28
C 0.92 1.00 0.48  -0.52
C 1.59 0.05 -0.48  0.53
O 1.12 -1.21 -0.32  -0.43
O 2.41 0.29 -1.33  -0.61
H -0.30 2.18 3.49  0.34
H -1.13 1.17 0.00  0.25
H -0.77 -0.42 0.56  0.37
H 1.42 1.03 1.45  0.36
H 0.93 1.96 -0.03  0.30
H 1.56 -1.79 -0.96  0.36
H -1.00 -2.36 -2.45  0.35
H -1.72 -3.55 -1.77  0.32
O -1.39 -3.22 -2.61  -0.66
H -1.09 0.44 -2.77  0.25
H 0.30 -0.18 -3.07  0.31
O -0.39 -0.12 -2.40  -0.54


(3)
Entry from the Open Molecules 2025 dataset: C4H10OS in the gas phase (ωB97M-V/def2-TZVPD).

E_HOMO = -0.33280 Eh

Last column: Mulliken charge in e.
Atoms and positions in Å:
C -1.08 -1.48 -0.80  -0.46
C 0.20 -0.70 -0.32  -0.80
C -0.08 0.64 0.42  -0.57
C 1.19 1.34 0.74  -0.49
H -0.24 -3.08 -0.80  0.31
H -1.56 -0.91 -1.55  0.33
H -1.85 -1.76 0.03  0.24
H 0.95 -0.68 -1.10  0.36
H 0.58 -1.35 0.44  0.38
H -0.67 0.57 1.43  0.26
H -0.63 1.27 -0.35  0.34
H 1.85 1.05 1.54  0.38
H 1.90 1.53 -0.08  0.34
H -0.45 3.18 0.57  0.12
O -0.85 -2.71 -1.41  -0.50
S 0.74 3.09 1.25  -0.25


(4)
Entry from the Open Molecules 2025 dataset: 2 unconnected molecules or ions with the total composition C4H10OS (ωB97M-V/def2-TZVPD).

E_HOMO = -0.33279 Eh

Last column: Mulliken charge in e.
Atoms and positions in Å:
C -1.37 1.31 0.98  -1.12
C -2.15 0.75 -0.23  -0.32
S -3.90 0.37 0.17  -0.23
H -0.83 0.50 1.43  0.26
H -2.09 1.96 1.48  0.45
H -0.63 2.05 0.67  0.28
H -2.25 1.33 -1.15  0.31
H -1.71 -0.21 -0.49  0.26
H -3.69 0.21 1.49  0.11
O 3.31 -2.70 -1.35  -0.46
C 3.02 -1.55 -1.29  0.12
C 2.39 -0.87 -0.09  -0.70
H 3.10 -0.85 -2.16  0.29
H 2.10 0.15 -0.31  0.26
H 3.16 -0.93 0.69  0.29
H 1.54 -1.51 0.17  0.21


(5)
Entry from the Open Molecules 2025 dataset: 2 unconnected molecules or ions with the total composition C4H10OS (ωB97M-V/def2-TZVPD).

E_HOMO = -0.30568 Eh

Last column: Mulliken charge in e.
Atoms and positions in Å:
S -1.22 1.15 1.65  -0.19
C -0.99 -0.65 1.98  -0.55
C -0.32 1.14 0.16  -0.55
C 0.15 -1.14 1.01  -0.65
C 0.07 -0.27 -0.23  -0.30
H -0.60 -0.63 3.01  0.29
H -1.86 -1.34 1.97  0.34
H -0.78 1.67 -0.69  0.36
H 0.62 1.66 0.42  0.27
H 1.20 -1.06 1.35  0.29
H -0.05 -2.21 0.81  0.28
H -0.70 -0.66 -0.92  0.32
H 1.02 -0.18 -0.80  0.08
O 0.81 0.84 -3.45  -0.65
H 1.17 0.12 -2.89  0.33
H 1.47 1.57 -3.38  0.32


(6)
Entry from the Open Molecules 2025 dataset: 2 unconnected molecules or ions with the total composition C4H10OS (ωB97M-V/def2-TZVPD).

E_HOMO = -0.33230 Eh

Last column: Mulliken charge in e.
Atoms and positions in Å:
C 1.83 0.47 -1.52  -1.10
C 1.25 0.98 -0.18  -0.24
S 1.67 -0.12 1.21  -0.23
H 2.87 0.27 -1.25  0.34
H 1.36 -0.40 -1.97  0.29
H 1.78 1.27 -2.25  0.31
H 0.17 1.09 -0.31  0.14
H 1.61 1.99 0.02  0.37
H 1.85 0.84 2.13  0.13
O -2.18 0.82 -0.07  -0.48
C -2.35 -0.12 0.65  0.13
C -1.78 -1.49 0.52  -0.73
H -3.00 -0.01 1.54  0.34
H -2.42 -2.05 -0.18  0.29
H -0.74 -1.54 0.21  0.15
H -1.93 -2.03 1.45  0.29


(7)
Entry from the Open Molecules 2025 dataset: 2 unconnected molecules or ions with the total composition C4H10OS (ωB97M-V/def2-TZVPD).

E_HOMO = -0.36706 Eh

Last column: Mulliken charge in e.
Atoms and positions in Å:
C 1.60 1.47 0.79  -0.79
C -2.10 -2.61 0.14  -1.05
C 0.61 1.85 -0.29  -0.63
C -2.30 -1.23 -0.28  0.75
O -2.23 -0.20 0.36  -0.54
S -2.62 -1.08 -2.04  -0.26
H 1.12 0.73 1.47  0.23
H 2.57 0.99 0.38  0.23
H 2.12 2.34 1.28  0.28
H -3.09 -2.95 0.44  0.32
H -1.51 -2.76 1.12  0.26
H -1.66 -3.23 -0.68  0.34
H -0.01 1.06 -0.62  0.08
H 0.02 2.74 0.14  0.22
H 1.02 2.25 -1.13  0.39
H -2.69 0.32 -1.87  0.17


(8)
Entry from the Open Molecules 2025 dataset: 2 unconnected molecules or ions with the total composition C4H10OS (ωB97M-V/def2-TZVPD).

spin multiplicity = 2
total charge = +1
E_HOMO (spin up / spin down) = -0.41855 / -0.41843 Eh

Last column: Mulliken charge in e.
Atoms and positions in Å:
C -0.66 3.90 -0.08  -0.78
S -0.72 2.25 -0.79  0.44
C -1.20 1.33 0.64  -0.76
H -1.52 4.09 0.58  0.35
H -0.78 4.52 -1.07  0.34
H 0.25 4.10 0.53  0.36
H -0.95 0.27 0.53  0.31
H -0.89 1.60 1.69  0.36
H -2.31 1.54 0.64  0.38
C 0.92 -4.18 -0.37  -0.78
C 1.42 -3.00 0.06  0.15
O 1.66 -1.89 -0.67  -0.48
H 1.13 -5.05 0.22  0.24
H 0.65 -4.51 -1.40  0.26
H 1.46 -2.79 1.16  0.31
H 1.54 -2.19 -1.64  0.32


Listing relative energy (zero: lowest compared OMol25 entry of this formula, charge and spin) for the structures above in their given order: 15.6, 0.0, 113.2, 100.8, 35.8, 65.3, 75.2, 123.6 kJ/mol.
Listing largest force on an atom for the structures above in their given order: 3.959, 1.302, 3.265, 2.568, 2.541, 1.430, 3.700, 2.691 eV Å⁻¹.
Listing calculated total energy for the structures above in their given order: -800.505068, -609.886284, -631.781580, -631.786299, -631.811048, -631.799797, -631.796051, -631.443095 a.u..